Computed, not measured: one molecule with the formula C3H9NS2 at a distorted geometry, with wB97M-V/def2-TZVPD.

```
! RIJCOSX wB97M-V def2-TZVPD def2/J DEFGRID3
* xyz 0 1
C 1.917 -1.257 0.637
N 1.109 -0.059 0.703
C -0.186 -0.191 -0.063
C -1.313 0.579 0.654
S -1.814 2.059 -0.363
S -2.505 1.155 -2.060
H 2.619 -1.249 1.489
H 2.559 -1.332 -0.246
H 1.341 -2.156 0.855
H 1.537 0.711 0.206
H -0.031 0.188 -1.080
H -0.315 -1.268 -0.119
H -0.941 1.060 1.556
H -2.194 -0.020 0.874
H -1.783 1.779 -3.042
*
```

The value obtained for the HOMO-LUMO gap is 9.0828 eV. As for the energy relative to the best compared isomer or geometry (same formula, charge and spin): 90.4 kJ/mol. As for the electronic energy: -970.7973 Ha. The molecular weight comes out at 123.246 g mol⁻¹.

Atomic partial charges in e from the Löwdin method, atoms 1 to 4: -0.16 -0.14 -0.31 -0.50

---

Computed, not measured: one molecule with the formula C3H9NS2 at a distorted geometry, with wB97M-V/def2-TZVPD.

```
! RIJCOSX wB97M-V def2-TZVPD def2/J DEFGRID3
* xyz 0 1
N -0.892 3.206 -0.933
C -0.633 2.000 -1.819
C -1.036 0.807 -0.971
C 0.074 0.470 0.008
S -0.281 -1.182 0.704
S 1.429 -2.255 1.140
H 0.015 3.766 -0.750
H -1.482 3.934 -1.382
H 0.500 2.065 -2.162
H -1.120 2.128 -2.758
H -1.329 -0.108 -1.564
H -1.960 1.019 -0.379
H -0.158 1.197 0.815
H 1.107 0.632 -0.364
H 1.878 -1.733 2.257
*
```

The value obtained for the HOMO-LUMO gap is 9.4117 eV. As for the energy relative to the best compared isomer or geometry (same formula, charge and spin): 96.3 kJ/mol. As for the electronic energy: -970.7951 Ha. The molecular weight comes out at 123.246 g mol⁻¹.

Atomic partial charges in e from the Löwdin method, atoms 1 to 4: -0.05 -0.28 -0.34 -0.57

---

Computed, not measured: a 2-piece molecular cluster, C3H9O overall at a distorted geometry, with wB97M-V/def2-TZVPD.

```
! RIJCOSX wB97M-V def2-TZVPD def2/J DEFGRID3
* xyz -1 1
C -0.888 -2.697 0.953
H -0.432 -1.724 0.777
H -0.745 -3.365 0.103
H -1.861 -2.175 0.985
H -0.875 -3.407 1.782
C 0.197 0.983 -0.397
O 0.878 -0.113 -0.058
C 0.991 2.307 -0.774
H -0.427 1.430 0.451
H -0.491 0.817 -1.255
H 2.009 2.189 -0.379
H 0.567 3.194 -0.293
H 1.076 2.562 -1.894
*
```

The value obtained for the HOMO-LUMO gap is 6.6770 eV. As for the energy relative to the best compared isomer or geometry (same formula, charge and spin): 91.0 kJ/mol. As for the electronic energy: -194.8799 Ha. The molecular weight comes out at 61.104 g mol⁻¹.

Atomic partial charges in e from the Löwdin method, atoms 1 to 4: -0.07 -0.01 0.00 0.01

---

Computed, not measured: a 2-piece molecular cluster, C3H9O overall at a distorted geometry, with wB97M-V/def2-TZVPD.

```
! RIJCOSX wB97M-V def2-TZVPD def2/J DEFGRID3
* xyz -1 1
O 0.000 2.754 -2.141
H 0.269 2.222 -1.383
C -0.969 -1.124 -0.236
C 0.250 -0.210 -0.187
C 0.757 -0.025 1.248
H -1.787 -0.733 0.368
H -1.385 -1.202 -1.241
H -0.652 -2.096 0.143
H 1.006 -0.537 -0.895
H -0.009 0.792 -0.526
H 1.301 0.907 1.379
H 1.340 -0.884 1.586
H -0.121 0.135 1.883
*
```

The value obtained for the HOMO-LUMO gap is 5.9318 eV. As for the energy relative to the best compared isomer or geometry (same formula, charge and spin): 35.1 kJ/mol. As for the electronic energy: -194.9012 Ha. The molecular weight comes out at 61.104 g mol⁻¹.

Atomic partial charges in e from the Löwdin method, atoms 1 to 4: -0.68 -0.26 -0.13 -0.32

---

Computed, not measured: a 2-piece molecular cluster, C3H9O overall at a distorted geometry, with wB97M-V/def2-TZVPD.

```
! RIJCOSX wB97M-V def2-TZVPD def2/J DEFGRID3
* xyz 0 2
O 2.275 -1.381 1.190
H 2.068 -1.402 2.144
C -1.065 -0.285 0.628
C -0.285 0.614 -0.328
C -0.948 1.067 -1.617
H -1.665 0.382 1.155
H -0.278 -0.766 1.161
H -1.762 -0.988 0.118
H 0.593 0.111 -0.507
H -0.032 1.615 0.248
H -0.882 2.165 -1.683
H -0.405 0.571 -2.464
H -2.051 0.977 -1.786
*
```

The value obtained for the HOMO-LUMO gap (alpha / beta) is 11.8787 / 8.6913 eV. As for the energy relative to the best compared isomer or geometry (same formula, charge and spin): 128.2 kJ/mol. As for the electronic energy: -194.8088 Ha. As for the expectation value of S²: 0.753. The molecular weight comes out at 61.104 g mol⁻¹.

Atomic partial charges in e from the Löwdin method, atoms 1 to 4: 0.01 0.02 -0.11 -0.33

---

Computed, not measured: a 2-piece molecular cluster, C3H9O2 overall, with wB97M-V/def2-TZVPD.

```
! RIJCOSX wB97M-V def2-TZVPD def2/J DEFGRID3
* xyz -1 1
C 0.917 -1.334 1.912
O 0.328 -0.112 1.652
H 1.408 -1.758 1.024
H 1.690 -1.262 2.701
H 0.193 -2.086 2.269
H 0.518 0.093 0.555
C -0.333 1.080 -1.131
O 0.692 0.249 -0.761
C -1.519 0.310 -1.740
H -0.011 1.838 -1.872
H -0.723 1.669 -0.272
H -2.328 0.964 -2.078
H -1.861 -0.429 -1.014
H -1.137 -0.241 -2.605
*
```

The value obtained for the HOMO-LUMO gap is 7.9796 eV. As for the energy relative to the best compared isomer or geometry (same formula, charge and spin): 38.8 kJ/mol. As for the electronic energy: -270.1710 Ha. The molecular weight comes out at 77.103 g mol⁻¹.

Atomic partial charges in e from the Löwdin method, atoms 1 to 4: -0.29 -0.26 0.06 0.05

---

Computed, not measured: a 2-piece molecular cluster, C3H9O2 overall at a distorted geometry, with wB97M-V/def2-TZVPD.

```
! RIJCOSX wB97M-V def2-TZVPD def2/J DEFGRID3
* xyz -1 1
C -0.185 2.108 -1.823
O 0.204 0.812 -1.667
H -1.221 2.226 -2.227
H 0.442 2.685 -2.522
H -0.250 2.700 -0.888
C 0.554 -0.806 0.975
O -0.255 0.285 0.685
C -0.300 -2.008 1.411
H 1.331 -0.574 1.716
H 1.171 -1.089 0.114
H -0.056 0.517 -0.360
H -0.308 -2.039 2.503
H 0.124 -2.982 1.165
H -1.252 -1.835 0.919
*
```

The value obtained for the HOMO-LUMO gap is 7.5918 eV. As for the energy relative to the best compared isomer or geometry (same formula, charge and spin): 62.1 kJ/mol. As for the electronic energy: -270.1621 Ha. The molecular weight comes out at 77.103 g mol⁻¹.

Atomic partial charges in e from the Löwdin method, atoms 1 to 4: -0.39 -0.35 0.04 0.03

---

Computed, not measured: a 2-piece molecular cluster, C3H9O2 overall at a distorted geometry, with wB97M-V/def2-TZVPD.

```
! RIJCOSX wB97M-V def2-TZVPD def2/J DEFGRID3
* xyz -1 1
C -0.151 0.891 0.865
O 0.565 1.797 1.582
C 0.544 -0.383 0.472
C 1.722 -0.209 -0.515
H -0.531 1.188 -0.098
H -0.953 0.528 1.530
H -0.235 -1.082 0.112
H 0.847 -0.813 1.388
H 2.265 -1.187 -0.669
H 2.581 0.518 -0.116
H 1.330 0.337 -1.417
H -2.515 -0.872 -0.392
H -2.480 0.076 -1.526
O -2.989 -0.788 -1.217
*
```

The value obtained for the HOMO-LUMO gap is 6.4607 eV. As for the energy relative to the best compared isomer or geometry (same formula, charge and spin): 130.7 kJ/mol. As for the electronic energy: -270.1360 Ha. The molecular weight comes out at 77.103 g mol⁻¹.

Atomic partial charges in e from the Löwdin method, atoms 1 to 4: -0.60 -0.37 -0.33 -0.14